Version one
This record from the Open Molecules 2025 dataset describes the ion C10H12NO2 with charge +1. The level of theory is ωB97M-V with the def2-TZVPD basis set.

Each line ends with the Mulliken charge.
Geometry (Å):
H 0.96 2.35 -0.08  0.43
C -1.90 -1.27 -0.48  0.71
H -5.40 1.11 0.75  0.34
O -2.25 -2.41 -0.60  -0.48
O -3.44 0.85 0.13  -0.01
H 3.80 0.69 0.66  0.56
C 1.71 -0.87 0.02  0.98
C 0.71 1.34 -0.15  -0.86
H 3.72 -1.11 0.07  0.45
H -4.26 2.49 1.07  0.27
H 2.99 2.22 0.38  0.36
C 1.86 0.50 0.04  0.88
H 2.68 -2.60 -0.37  0.43
C 2.89 -1.72 0.24  -1.73
C 0.39 -1.43 -0.22  -0.79
C -0.71 -0.56 -0.34  0.36
N -3.33 -0.36 -0.37  -0.24
C -4.44 1.48 0.60  -0.05
H 2.95 -2.06 1.20  0.38
C -0.56 0.80 -0.25  -0.78
H 0.34 -2.54 -0.13  0.38
H 3.69 1.35 -1.01  0.29
H -1.47 1.38 -0.43  0.53
H -4.17 -0.81 -0.71  0.24
C 3.21 1.16 -0.02  -1.66

## Properties
Kohn-Sham gap (alpha / beta)	7.032 / 7.031	eV
charge	+1
highest occupied orbital energy (alpha / beta)	-12.625 / -12.625	eV

---

Version two
This record from the Open Molecules 2025 dataset describes the ion C10H12NO2 with charge +1. The level of theory is ωB97M-V with the def2-TZVPD basis set.

Each line ends with the Mulliken charge.
Geometry (Å):
C -0.25 -0.97 -0.21  1.17
H 0.32 -2.85 0.65  0.19
H -4.24 -0.10 0.35  0.39
O -3.57 0.26 -0.25  -0.46
H 2.25 1.41 -0.95  0.43
C 1.81 0.44 -0.76  -0.91
H -0.08 2.50 -1.13  0.47
H -1.60 -2.75 1.01  0.22
C -2.30 0.10 -0.25  0.55
H -3.22 -2.36 0.33  0.24
C -0.30 1.78 -0.31  -0.11
C -1.67 -1.18 -0.19  -0.13
C 2.00 -1.69 0.29  -0.77
C 0.65 -1.88 0.14  -0.52
H 2.74 -2.32 0.76  0.42
C 0.31 0.37 -0.79  0.46
C 0.02 2.37 1.07  -1.10
H 3.66 -0.61 -0.51  0.37
H 1.07 2.76 1.06  0.34
H 0.04 1.49 1.76  0.31
H -0.63 3.29 1.13  0.36
N -2.20 -2.33 0.19  -0.56
O -1.76 1.36 -0.33  -0.39
H 0.02 0.46 -1.80  0.45
C 2.58 -0.55 -0.33  -0.42

## Properties
Kohn-Sham gap (alpha / beta)	6.291 / 6.290	eV
charge	+1
highest occupied orbital energy (alpha / beta)	-11.615 / -11.614	eV

---

Tell me which of them is the least stable. Sure, it is version one.

---

Version one
This record from the Open Molecules 2025 dataset describes a cluster of 13 separate species, C52H78O39 in total. The level of theory is ωB97M-V with the def2-TZVPD basis set.

Each line ends with the Mulliken charge.
Geometry (Å):
H 0.52 0.04 5.21  -0.19
C 4.42 1.06 -0.43  0.30
C -7.60 -0.53 0.45  -1.09
C -4.13 -2.57 -3.77  -0.62
C 3.15 7.44 -2.01  0.54
H -1.47 -3.81 -8.64  0.33
H 4.02 -0.81 2.75  0.06
H -0.58 0.77 6.35  0.35
H 2.15 -1.73 -7.60  0.34
H 0.26 -6.34 0.54  0.45
C 1.10 -0.59 1.98  -0.26
O -3.01 6.51 6.24  -0.59
C -4.86 -3.33 1.85  -1.44
C -6.92 1.10 2.30  -0.55
H -0.31 -4.70 0.22  0.15
H -3.77 2.31 -3.95  0.41
H 3.05 -4.43 -1.56  0.08
O -5.40 0.44 0.66  -0.02
C 0.09 -2.01 6.67  -0.04
C 0.55 -0.52 -0.17  1.45
H -7.28 0.31 2.96  0.30
C 1.08 -1.67 -7.40  -0.60
H -4.56 0.11 -1.75  -0.04
O -1.03 1.78 -3.61  -0.23
H -5.22 -2.60 1.13  -0.05
O 0.38 2.90 -2.36  0.38
H -2.77 3.62 3.56  0.16
O 2.12 -1.05 7.24  -0.39
C -3.17 2.76 -3.16  -1.24
C 3.78 -3.62 -1.67  -1.16
O -1.32 -4.81 4.30  -0.61
O -2.70 -4.14 -1.12  -0.57
H -3.96 -1.72 3.61  0.31
O -2.19 -2.69 3.99  -0.32
C -3.05 -2.00 3.08  0.43
O 3.81 -3.60 -4.08  -0.34
H -7.10 1.52 0.16  0.27
C 0.37 -5.48 -0.12  -1.38
H -0.56 -1.92 -1.52  -0.47
H -0.82 -6.30 -1.74  0.32
O -3.51 -3.65 -3.11  -0.36
H 1.39 -5.11 -0.02  0.29
H 2.76 5.01 0.58  0.55
H -0.61 -4.39 -2.88  -0.27
H -0.51 -2.73 -9.68  0.37
H 6.63 2.57 -1.58  0.19
C 5.57 2.69 -1.35  0.29
C -1.66 3.00 -3.49  0.30
H 5.28 0.44 2.58  -0.11
C 0.72 -0.68 7.11  0.58
H -3.39 -2.07 -4.39  0.12
H 2.05 4.05 -0.68  -0.17
C -0.76 -1.07 -0.87  0.76
H -0.46 2.52 3.29  0.24
O -0.14 -2.46 -4.27  -0.15
H -1.28 2.86 5.94  0.07
C -0.57 3.57 3.58  -0.92
C 4.26 -2.78 -5.00  0.43
H 5.10 4.05 0.15  0.23
C -0.78 3.65 -2.41  -0.39
O -5.55 1.45 2.60  -0.35
H 0.67 -0.88 -8.02  0.29
H 2.29 -2.69 -2.88  -1.11
H 1.16 1.23 6.46  0.41
C 5.48 3.03 0.11  -0.33
C 5.33 -0.44 5.42  0.42
C 0.45 0.44 6.22  -0.86
O 4.02 7.76 -2.85  -0.62
H 0.35 -0.40 8.09  0.25
C 0.16 1.76 -3.06  -0.17
O 3.93 -0.07 -0.22  -0.35
O 2.69 6.20 -1.84  -0.14
C 0.23 -2.43 -5.45  0.23
C -2.67 5.39 5.80  0.57
C -2.06 -4.01 3.70  0.51
H 4.78 -4.05 -1.77  0.51
H 0.85 8.03 -0.16  0.33
H 0.80 -3.77 -2.12  -0.98
H -0.76 0.99 0.79  0.00
O -1.95 5.20 4.66  -0.41
O -2.80 -4.32 2.68  -0.39
C -3.35 -3.17 2.11  1.72
H 4.00 3.93 -2.31  0.14
H -2.60 -1.20 2.51  -0.30
H 3.60 3.02 4.50  0.48
C 5.07 3.73 -2.40  -1.36
O 2.47 -7.04 -3.82  -0.64
H -7.13 -1.30 1.06  0.23
C -6.79 0.71 0.83  0.37
H -3.66 3.68 -2.84  0.43
H -5.79 -1.86 -2.65  0.23
H 2.95 0.36 4.53  -0.53
H -1.42 -2.14 -8.32  0.34
H 0.69 6.11 -1.37  -0.15
H -2.94 2.37 5.42  0.28
H -4.67 0.30 -3.43  0.46
C -4.71 -1.75 -2.67  0.72
C 1.67 6.21 -0.91  0.69
O 1.12 -2.91 6.69  -0.33
O 0.69 -1.37 0.95  -0.03
H 4.80 2.62 3.32  0.30
H 1.43 -0.45 -0.81  -0.51
H 5.52 4.70 -2.21  0.45
H 1.20 -3.67 -8.05  0.33
C 1.83 7.56 -0.24  -0.35
H -0.69 -2.35 7.35  0.29
C -3.36 -3.41 -1.87  0.42
H -5.04 -4.33 1.45  0.45
O -2.84 4.20 6.41  -0.38
C 4.69 -0.14 3.29  0.45
H -1.59 3.49 -4.46  0.31
H 1.04 4.82 0.63  0.10
O 5.93 -0.89 6.40  -0.58
H 3.81 -2.95 -0.81  0.09
O 2.69 8.27 -1.11  -0.31
H -0.44 4.22 2.71  0.07
O 1.04 0.71 1.64  0.19
O 5.35 -0.96 4.17  -0.36
H 0.54 1.70 -0.02  -0.31
C 3.92 0.76 4.25  1.59
H -7.55 -0.84 -0.60  0.20
H 2.26 7.46 0.76  0.25
C 3.85 2.28 3.74  -1.37
H 4.73 -1.16 -2.40  0.01
C -4.21 -0.35 -2.68  -0.92
H -0.32 -1.91 5.66  -0.10
O 1.29 -6.67 -1.96  -0.40
H -0.51 4.66 -2.73  0.26
O 1.56 -0.98 3.04  -0.63
O 4.49 -3.10 -6.15  -0.64
C -1.94 3.87 4.22  0.55
H -5.47 -3.22 2.74  0.47
O 0.87 -1.42 -6.03  -0.23
H -4.83 -3.00 -4.49  0.36
O 0.92 0.77 -3.15  -0.45
H 3.15 2.35 2.91  0.15
O 4.79 0.76 5.34  -0.49
C -0.79 -2.96 -8.66  -1.41
C 0.38 -4.68 -2.54  1.61
C -4.71 0.97 1.68  0.16
O 4.49 -1.54 -4.50  -0.41
H -1.43 -1.32 -0.04  -0.35
O -4.10 -2.30 -1.57  0.24
H -7.62 1.93 2.37  0.35
H 0.27 3.73 4.25  0.42
O 5.00 1.43 -1.58  -0.29
H -3.24 2.07 -2.32  0.06
C 3.36 -2.85 -2.93  2.01
O -0.02 -3.41 -6.41  -0.31
O 1.13 -5.25 -3.55  -0.30
H -3.14 -0.16 -2.77  0.11
O 3.36 -2.92 7.33  -0.57
O 4.47 2.12 0.51  0.06
H 3.21 -0.68 -3.01  -0.22
C 3.98 -1.44 -3.14  0.69
H 6.42 2.96 0.66  0.24
O -3.48 0.90 1.83  -0.28
C 0.40 -3.02 -7.71  0.43
C 2.32 -2.33 7.07  0.64
C 0.27 0.79 0.51  0.29
H -8.69 -0.57 0.54  0.39
C 1.88 4.93 -0.06  -0.66
H -2.83 -2.93 1.18  -0.81
H 5.30 3.47 -3.43  0.43
C -2.25 3.20 5.58  -0.06
C 1.68 -6.37 -3.18  0.52
C 0.16 -5.85 -1.60  0.75
H -1.16 -0.24 -1.44  -0.36
H -1.31 3.69 -1.46  0.29

## Properties
Kohn-Sham gap	9.185	eV
highest occupied orbital energy	-9.936	eV

---

Version two
This record from the Open Molecules 2025 dataset describes a cluster of 13 separate species, C52H78O39 in total. The level of theory is ωB97M-V with the def2-TZVPD basis set.

Each line ends with the Mulliken charge.
Geometry (Å):
C 3.25 2.78 -1.96  -0.10
C -1.00 -3.38 -1.48  0.09
C -4.08 2.83 7.56  0.57
O -4.47 1.56 7.81  -0.44
H 0.49 1.23 -6.53  0.22
C 2.43 3.26 1.83  -1.38
C -2.63 1.46 4.79  -0.75
C 2.26 -0.61 6.49  -1.52
H -3.12 -2.55 1.67  0.21
C 1.06 -3.80 -2.40  2.00
O 4.43 -0.29 -3.44  0.36
H -2.27 3.52 -2.73  -0.05
H 1.57 -5.74 -1.70  0.52
O 0.31 -3.50 -1.20  -0.03
O 2.42 4.68 3.79  -0.44
O 4.89 -2.44 -3.33  -0.37
C -0.27 -1.13 6.36  0.52
H 6.17 2.16 -3.29  -0.03
O -5.29 1.06 2.72  -0.42
C -0.52 0.13 -0.18  2.62
C -0.91 1.44 -0.81  -0.02
C -4.45 -2.48 3.29  0.44
H 1.20 -1.15 -0.45  -1.23
H -2.00 1.03 -3.43  -0.53
H -5.26 -4.41 2.75  0.33
H -0.72 -0.97 5.38  -0.12
O 6.51 3.97 -2.46  -0.41
C 1.64 3.76 3.01  0.68
C 1.76 -4.73 1.90  0.00
C -3.35 -1.67 -5.23  -0.28
O -5.44 -3.94 4.79  -0.41
C -5.31 -2.73 5.38  0.48
H 6.17 0.15 -4.41  0.36
O -1.93 0.16 -7.76  -0.55
H 0.96 3.86 -4.49  0.33
C -3.88 1.75 5.54  0.59
C -0.51 4.79 -3.18  0.14
H -1.99 1.60 -0.74  0.00
O 0.26 4.96 0.17  -0.50
H 6.73 -2.09 -4.09  0.34
H 2.72 2.81 -1.00  -0.63
H 5.73 -3.85 -5.44  0.43
H -6.73 1.46 -1.11  0.35
C 5.70 -1.98 -4.42  0.32
H -2.32 -2.44 3.37  0.58
C 1.82 -3.20 2.04  2.06
C 1.53 -0.61 -6.42  -0.78
H 2.53 -0.86 -6.79  0.43
C -2.26 -0.90 -4.50  1.56
H -3.10 -2.72 -5.38  0.30
C 5.31 -0.49 -4.54  -0.40
C 0.83 -0.12 6.65  1.57
O 1.27 0.91 -4.68  0.08
H 2.62 4.11 1.17  0.48
H 2.94 3.65 -2.54  0.60
H -4.47 0.88 -1.04  -0.15
H -0.07 -5.33 -3.41  0.38
H 2.36 -1.21 5.59  0.18
O 6.54 5.38 -0.70  -0.51
H 3.52 -2.71 0.77  0.13
H -1.58 -1.54 -3.94  -1.12
H -3.65 0.65 -3.97  0.62
C 5.43 -2.82 -5.65  -1.49
H -5.27 -2.08 2.68  0.09
C 2.58 1.76 -6.53  -1.29
C 3.21 -2.67 1.82  -1.49
O 5.15 3.61 -0.75  -0.37
O -4.57 -1.90 4.61  -0.04
H 1.73 1.74 3.88  -0.21
H 3.37 2.79 2.11  0.43
H 4.39 -2.78 -5.94  0.24
H 0.16 2.56 4.15  -0.25
H 0.76 4.32 2.68  0.25
C -0.05 3.68 -4.10  -0.85
C 4.72 2.64 -1.71  0.59
H 6.15 -2.53 -6.42  0.40
H 0.81 -0.92 -7.17  0.34
H 4.78 -0.27 -5.46  0.09
C 0.84 -4.11 3.88  0.48
C -5.10 0.13 -0.57  1.09
C -4.70 -3.95 3.57  -0.36
C 2.08 -4.85 -2.07  -1.69
C -0.25 4.80 -0.89  0.67
O -1.16 -1.03 7.47  -0.41
H -5.76 -1.87 -0.69  0.64
H -0.72 3.59 -4.95  0.42
O -4.09 3.71 8.36  -0.56
C 0.99 -0.14 -0.09  1.59
C -0.05 -4.24 -3.37  -0.18
H 0.07 -3.83 -4.37  0.18
C 5.59 3.02 -2.95  0.11
O -1.51 -0.31 -5.60  -0.03
H -0.02 2.73 -3.56  -0.03
H -0.47 5.74 -3.70  0.42
O 2.76 5.09 5.97  -0.58
H 3.50 1.47 -6.02  0.09
C 6.10 4.42 -1.24  0.48
H -4.32 -1.57 -4.76  0.31
H 2.68 1.74 -7.62  0.43
C -2.24 -0.35 -6.72  0.44
H 4.99 3.42 -3.77  0.18
O 1.69 3.23 5.30  -0.44
H -4.73 1.86 4.87  0.26
O -3.75 2.99 6.27  -0.46
H 3.36 -1.61 2.05  0.11
O 1.46 -3.00 3.42  -0.30
H -0.88 -0.67 -0.83  -1.56
C 2.33 4.41 5.11  0.51
H 1.49 -2.87 -2.76  -1.19
C 4.27 -1.42 -2.71  -0.04
H 2.52 -1.19 7.38  0.45
O 0.40 4.92 -2.08  -0.32
O -1.81 -3.00 -0.70  -0.37
H 2.75 -5.20 1.87  0.27
O 1.06 -5.16 3.06  -0.42
O -1.25 -3.77 -2.75  -0.34
C -5.52 0.77 1.59  0.26
H 2.79 -4.49 -1.32  0.21
H 2.40 2.80 -6.26  0.30
O -1.54 4.45 -1.10  -0.34
O 0.59 0.23 8.03  -0.45
O -0.96 -0.03 1.15  -0.24
H -1.76 1.44 5.45  0.21
O -3.36 -1.07 -6.54  -0.38
C 1.09 -0.33 -4.20  -0.19
C 0.09 -0.06 2.00  -0.56
C -0.63 -0.21 8.41  0.50
H -2.56 5.30 -2.67  0.37
O 0.86 -0.57 -3.06  0.77
C -3.11 -2.14 2.68  -0.68
H 3.95 -3.21 2.41  0.61
H 5.01 1.65 -1.38  0.21
C -2.71 0.23 -3.60  -0.24
H 1.88 2.46 1.32  -0.08
C 1.23 2.70 4.05  0.96
C -4.23 0.75 6.67  0.27
O -4.70 0.03 0.81  0.00
H -7.27 -0.17 -0.64  0.32
H -3.03 -1.06 2.57  -0.40
C -1.85 4.50 -2.49  -0.16
C -6.56 0.64 -0.43  -0.49
H 2.89 1.89 -2.50  -0.15
O 0.02 -0.02 3.18  0.21
H -0.50 1.49 -1.82  -0.42
H -2.44 2.23 4.04  0.42
C 1.45 0.90 -6.10  0.43
H -0.49 2.27 -0.23  -0.05
O 0.25 -4.18 4.91  -0.54
O -5.78 -2.44 6.43  -0.53
O -6.67 1.05 0.92  -0.39
H 0.07 -2.17 6.38  0.03
H -4.03 -1.72 -0.85  0.09
O 1.27 -1.24 -5.17  -0.41
H 0.70 0.79 6.07  -0.53
H -3.78 -4.53 3.72  0.28
H 2.71 -5.08 -2.93  0.40
H -2.66 0.50 4.27  -0.22
H -5.17 -1.30 -2.22  0.23
H -3.38 0.09 6.86  -0.09
O 3.66 -1.46 -1.69  -0.24
H 1.08 -2.72 1.41  -0.92
H 1.64 0.51 -0.67  -0.41
H -2.96 -0.20 -2.62  -0.25
H 2.91 0.26 6.48  0.34
H -5.08 0.12 6.43  0.16
H 1.22 -5.01 1.00  0.09
C -4.97 -1.27 -1.15  -1.45
O -1.15 0.05 9.45  -0.56
O 1.25 -0.11 1.32  -0.29

## Properties
Kohn-Sham gap	8.848	eV
highest occupied orbital energy	-9.589	eV

---

Tell me which of them is the least stable. Sure, it is version one.